Entry 1:
DFT (ωB97M-V/def2-TZVPD) results for C34H40Cl4F6HgN8O4P as an isolated structure at a distorted geometry.

Net charge: +1
Frontier orbital gap, eV: 8.38
Largest force on an atom, hartree/bohr: 0.0720

Each line ends with the Mulliken charge.
Positions of all 98 atoms, in Å:
Hg: -0.54906 -1.86213 -1.17343  3.379
P: 1.14549 0.83154 -0.74602  1.074
F: -0.39330 0.99066 -1.20413  -0.219
F: 1.65935 1.82927 -1.96448  -0.491
F: 0.85711 2.04689 0.25504  -0.201
F: 2.62412 0.65163 -0.14429  -0.426
F: 0.61595 -0.24990 0.29455  -0.631
F: 1.34295 -0.45127 -1.72532  -0.304
N: -2.33255 5.15631 3.81552  -0.592
C: -3.02482 4.02777 4.04473  -0.617
C: -3.10301 2.96144 3.18734  0.096
C: -2.32069 3.01540 2.02167  0.510
C: -1.55186 4.20638 1.80223  -0.434
C: -1.63430 5.23680 2.68272  -0.420
H: -3.71656 4.09117 4.87169  0.364
H: -3.74555 2.11408 3.37581  0.279
H: -2.31244 2.27955 1.23119  0.094
H: -0.80274 4.19312 1.02438  0.334
H: -1.02337 6.11924 2.56248  0.388
N: 0.29056 -3.41496 0.41115  0.024
C: 0.37566 -4.76185 0.25830  -0.445
C: 0.60100 -5.70125 1.32885  -0.691
C: 0.82779 -5.24400 2.57840  -0.443
C: 0.87849 -3.86326 2.73250  -0.879
C: 0.67916 -3.00089 1.66005  -0.074
H: 0.06897 -5.06958 -0.73046  0.411
H: 0.73078 -6.74500 1.08365  0.404
H: 1.26361 -5.85562 3.35454  0.407
H: 1.02755 -3.30122 3.64260  0.514
H: 0.69257 -1.93888 1.85593  0.567
N: -0.00069 -0.02131 3.25903  0.193
C: -0.97078 -0.36963 4.13407  -0.129
C: -1.34268 0.42130 5.21944  -1.130
C: -0.66358 1.61985 5.35336  -0.264
C: 0.37137 2.00763 4.51722  -0.854
C: 0.59164 1.19036 3.37767  -0.260
H: -1.50393 -1.28589 3.92768  0.567
H: -2.15424 0.07244 5.84078  0.463
H: -0.90654 2.21744 6.21953  0.411
H: 1.03633 2.83760 4.70534  0.496
H: 1.35162 1.45290 2.65662  0.363
N: -2.37764 -1.31563 0.38202  0.232
C: -3.25011 -0.26737 0.04654  -0.007
C: -4.23335 0.25227 0.90205  -1.147
C: -4.43432 -0.40166 2.06307  -0.380
C: -3.66271 -1.49437 2.45061  -0.855
C: -2.74450 -1.96295 1.53277  -0.461
H: -3.18776 0.14794 -0.94846  0.346
H: -4.81450 1.12468 0.64211  0.537
H: -5.19733 -0.15192 2.78544  0.421
H: -3.93956 -1.94984 3.38992  0.498
H: -2.25536 -2.91561 1.67271  0.542
N: -1.68628 -1.15245 -3.11821  0.211
C: -1.02231 -0.71406 -4.25134  -0.402
C: -1.62936 -0.30597 -5.42279  -0.827
C: -3.00478 -0.33337 -5.56515  -0.319
C: -3.73064 -0.84236 -4.46882  -0.782
C: -3.04837 -1.25577 -3.27603  -0.517
H: 0.01402 -0.44614 -4.10766  0.414
H: -1.01126 0.07566 -6.22198  0.446
H: -3.44729 -0.08559 -6.51866  0.447
H: -4.79922 -0.97092 -4.55838  0.461
H: -3.62750 -1.76971 -2.52312  0.482
N: 0.85006 -3.14724 -2.90025  0.278
C: 0.31541 -4.09341 -3.73394  -0.385
C: 1.15614 -4.80252 -4.62915  -0.716
C: 2.53680 -4.58632 -4.61343  -0.216
C: 3.08808 -3.77590 -3.67349  -0.864
C: 2.24997 -3.05107 -2.85040  -0.167
H: -0.73848 -4.10152 -3.96992  0.392
H: 0.78310 -5.60322 -5.25054  0.408
H: 3.16312 -5.20012 -5.24379  0.378
H: 4.13903 -3.53219 -3.62319  0.461
H: 2.75345 -2.34791 -2.20350  0.367
C: -1.35261 3.80153 -2.74013  -0.440
N: -2.50172 2.93338 -3.31528  0.704
O: -2.98260 2.02391 -2.56106  -0.394
O: -2.89855 3.18509 -4.45201  -0.495
H: -0.86486 3.18511 -1.98500  -0.124
H: -1.79094 4.58651 -2.12385  0.352
H: -0.61761 4.02921 -3.51215  0.281
C: 3.13167 3.74804 1.32298  -0.368
N: 4.46871 3.78733 2.01558  0.955
O: 4.53905 4.62665 2.92894  -0.572
O: 5.36273 3.06046 1.60842  -0.539
H: 3.23437 4.48162 0.52334  0.382
H: 2.42464 4.08345 2.08173  0.341
H: 3.00990 2.68644 1.10788  -0.145
C: 4.96409 1.80754 -2.46573  0.134
Cl: 5.16455 -0.03854 -2.12574  -0.180
Cl: 6.25333 2.57015 -3.49304  -0.163
H: 4.11066 1.82560 -3.14356  0.150
H: 4.76357 2.31620 -1.52279  0.017
C: 4.60614 -1.15542 1.51434  1.084
Cl: 4.72701 -2.94000 1.64399  -0.199
Cl: 5.59227 -0.34316 2.76485  -0.163
H: 4.90842 -0.85560 0.51093  -0.162
H: 3.56187 -0.86304 1.62437  -0.569

Forces on atoms 1 to 3 (eV/Å):
Hg -0.50 -0.78 -0.24
P 0.62 1.99 -0.43
F -0.40 -0.18 -1.18


Entry 2:
DFT (ωB97M-V/def2-TZVPD) results for a 12-piece molecular cluster, C34H40Cl4F8O30 overall at a distorted geometry.

Frontier orbital gap, eV: 11.19
Largest force on an atom, hartree/bohr: 0.0629
Structure (SMILES): O=C1OC[C@@H](F)O1.O=C1OC[C@@H](F)O1.O=C1OC[C@@H](F)O1.O=C1OC[C@@H](F)O1.O=C1OC[C@@H](F)O1.O=C1OC[C@@H](F)O1.O=C1OC[C@@H](F)O1.O=C1OC[C@@H](F)O1.C[C@H]1COC(=O)O1.C[C@H]1COC(=O)O1.ClCCl.ClCCl
Relative energy (zero: lowest compared OMol25 entry of this formula, charge and spin), kJ/mol: 0.0

Each line ends with the Mulliken charge.
Positions of all 116 atoms, in Å:
C: 22.47548 -29.69246 -20.45888  -0.672
C: 23.82177 -29.24193 -21.03240  0.927
C: 23.84492 -27.81836 -21.57961  -0.571
O: 24.54985 -27.08644 -20.59917  -0.375
C: 25.11973 -27.84978 -19.64484  0.279
O: 25.67142 -27.42677 -18.68100  -0.519
O: 24.80258 -29.17926 -20.00856  -0.012
H: 22.60849 -30.67170 -20.00916  -0.614
H: 21.89734 -29.97234 -21.34498  0.440
H: 22.08447 -28.82075 -19.93928  0.486
H: 24.29249 -29.87726 -21.78557  -0.470
H: 22.77844 -27.58185 -21.53002  0.369
H: 24.11532 -27.72590 -22.62843  0.378
C: 26.65334 -31.08872 -23.28010  -1.411
C: 26.53833 -32.51758 -23.78040  0.979
C: 25.86743 -33.49105 -22.81189  0.887
O: 24.88488 -34.12645 -23.63134  -0.369
C: 24.87836 -33.58491 -24.87595  0.409
O: 24.20557 -34.00773 -25.77574  -0.591
O: 25.74342 -32.59508 -24.95480  -0.429
H: 27.41805 -30.48638 -23.77612  0.509
H: 26.88972 -31.03693 -22.21880  -0.123
H: 25.76709 -30.52218 -23.57415  0.508
H: 27.49753 -32.96027 -24.05335  0.206
H: 25.42728 -33.01109 -21.93582  -0.623
H: 26.61601 -34.18004 -22.42208  -0.033
C: 20.87297 -36.27981 -17.01761  -0.492
Cl: 21.39257 -34.66792 -17.51715  0.054
Cl: 20.59361 -37.37181 -18.39990  -0.153
H: 21.54716 -36.73602 -16.29932  0.337
H: 19.91336 -36.17233 -16.51998  0.280
C: 24.34381 -31.77890 -12.32418  -0.257
Cl: 25.20344 -31.70376 -10.79276  -0.166
Cl: 24.54689 -30.36809 -13.36090  -0.108
H: 24.83385 -32.59306 -12.84786  0.212
H: 23.27511 -31.87547 -12.17053  0.298
C: 26.12426 -36.02735 -20.01643  0.153
C: 25.15233 -36.86951 -19.14545  0.095
O: 24.12796 -37.16117 -20.05465  -0.261
C: 24.60009 -37.14639 -21.30974  0.650
O: 23.93298 -37.40349 -22.25508  -0.497
O: 25.86218 -36.64646 -21.27029  -0.370
F: 24.76335 -36.13727 -18.06574  -0.195
H: 27.17411 -36.11105 -19.74875  0.419
H: 25.82781 -34.97834 -20.04888  -0.309
H: 25.61315 -37.78923 -18.78664  0.247
C: 18.59376 -32.73954 -16.65200  -0.115
C: 19.18332 -32.89002 -15.30125  0.227
O: 20.52461 -32.38373 -15.54618  -0.215
C: 20.33804 -31.37782 -16.49410  0.524
O: 21.13034 -30.53474 -16.76466  -0.439
O: 19.11426 -31.49653 -17.05685  -0.313
F: 19.23248 -34.23338 -15.08222  -0.249
H: 17.51449 -32.76168 -16.79747  0.301
H: 18.96361 -33.48174 -17.36306  -0.033
H: 18.68311 -32.40462 -14.46391  0.275
C: 23.74465 -32.30205 -18.00910  -0.358
C: 24.69737 -31.39701 -17.27105  2.049
O: 25.92696 -31.60371 -17.82506  -0.820
C: 25.90124 -32.50119 -18.83074  -0.193
O: 26.80164 -32.67811 -19.59699  0.288
O: 24.59411 -32.86274 -19.09023  0.469
F: 24.63243 -31.76782 -15.95897  -0.315
H: 22.80780 -31.95081 -18.43050  0.247
H: 23.51704 -33.24548 -17.51452  -0.352
H: 24.37012 -30.35840 -17.34912  -0.746
C: 29.02416 -32.72113 -16.23421  0.172
C: 30.26144 -32.00306 -15.79638  0.512
O: 31.34978 -32.89376 -16.14675  -0.392
C: 30.87225 -33.67843 -17.15873  0.638
O: 31.49005 -34.39934 -17.88365  -0.552
O: 29.57484 -33.43608 -17.31647  -0.235
F: 30.15621 -31.78136 -14.46064  -0.306
H: 28.29480 -32.03002 -16.65285  -0.301
H: 28.67089 -33.52846 -15.59025  0.348
H: 30.53804 -31.12428 -16.37468  0.218
C: 21.65045 -34.20391 -22.81941  -0.294
C: 22.40413 -33.97827 -21.48220  0.780
O: 21.33072 -34.10917 -20.58018  0.082
C: 20.10001 -33.88676 -21.17756  0.390
O: 19.06085 -33.89946 -20.62302  -0.485
O: 20.26917 -33.97654 -22.53730  -0.406
F: 22.86419 -32.70893 -21.51344  -0.121
H: 21.70649 -35.23801 -23.15918  0.277
H: 22.02473 -33.53579 -23.59156  0.308
H: 23.18866 -34.70558 -21.28593  -0.570
C: 28.04264 -29.82266 -19.74192  3.376
C: 28.95947 -28.64164 -19.92494  0.552
O: 29.02146 -28.16404 -18.56259  -0.375
C: 28.85944 -29.19911 -17.73013  0.432
O: 29.19742 -29.17231 -16.58429  -0.599
O: 28.45917 -30.24009 -18.45062  0.133
F: 28.40967 -27.64695 -20.65997  -0.313
H: 28.10924 -30.69450 -20.38729  -1.286
H: 27.00781 -29.48500 -19.67569  -2.084
H: 29.92506 -28.82775 -20.39947  0.317
C: 23.66635 -27.63182 -16.12956  -0.253
C: 22.92814 -26.72705 -15.15974  0.379
O: 21.84852 -26.29438 -15.95947  -0.390
C: 21.76273 -27.02284 -17.09184  0.516
O: 20.83603 -26.97357 -17.84654  -0.568
O: 22.92322 -27.61153 -17.35700  0.047
F: 23.58315 -25.55217 -14.89810  -0.320
H: 23.60240 -28.67810 -15.81495  -0.060
H: 24.73014 -27.48669 -16.30686  0.345
H: 22.60641 -27.16917 -14.21882  0.294
C: 30.82501 -32.14753 -20.77381  0.374
C: 29.96855 -32.85774 -21.82391  0.006
O: 29.66628 -31.79885 -22.73454  -0.281
C: 30.61479 -30.86073 -22.65308  0.622
O: 31.06699 -30.13367 -23.46618  -0.514
O: 31.06619 -30.86849 -21.33496  -0.415
F: 28.82707 -33.37283 -21.37291  -0.092
H: 31.74557 -32.70881 -20.61171  0.433
H: 30.32652 -32.09667 -19.80332  -0.408
H: 30.58951 -33.65591 -22.24446  0.334

Forces on atoms 1 to 3 (eV/Å):
C 1.28 -0.14 -2.01
C 1.08 -0.33 -0.49
C -2.23 -0.76 0.63


- largest force on an atom of number 1 (C34H40Cl4F6HgN8O4P)?
  0.0720 hartree/bohr